Entry 1:
43
Properties=species:S:1:pos:R:3 method="wB97M-V/def2-TZVPD" gap_ev="5.3 / 5.3" max_force_ev_per_a=4.3 homo_energy_ev="0.41 / 0.36" s_squared=8.752 total_energy_ha=-5786.98345 spin_multiplicity=6 lumo_ev="5.7 / 5.7" charge=-3
As -23.82968 8.05093 9.85751
Mn -25.89041 5.72573 12.02215
S -24.04706 7.03912 14.62739
F -25.02896 8.56156 8.69959
F -24.92599 6.80113 10.49655
F -24.53224 9.24210 10.95632
F -22.71397 7.62887 11.18237
F -22.69656 9.24423 9.30020
F -23.10907 6.79574 8.83236
O -28.11704 9.48955 11.89194
O -28.74059 7.91204 10.43623
O -25.24855 2.33003 11.98963
O -27.19551 7.43598 11.98536
O -23.09623 2.27501 11.49902
O -28.37257 4.69837 15.51330
O -29.13198 4.55208 9.67031
O -24.56832 6.65194 13.35656
O -24.10736 6.14748 15.76446
O -26.96913 4.72085 13.74119
O -24.11908 4.23862 12.01192
O -27.72819 2.79496 14.51279
O -28.30987 2.74558 10.71451
O -24.58195 8.53020 15.03863
O -27.05469 4.59147 10.56475
C -28.02555 8.19510 11.41805
C -25.14726 10.79238 14.63741
C -24.21984 2.98798 11.80503
C -22.27783 7.43424 14.39008
C -24.56548 9.51343 14.00724
C -27.65462 4.04915 14.54596
C -28.10830 3.93312 10.38448
H -25.29505 9.23894 13.23859
H -24.55273 11.12119 15.49130
H -26.16172 10.52820 14.93354
H -22.23604 8.04830 13.49237
H -21.80933 6.47918 14.15821
H -22.37626 2.91846 11.43815
H -25.21731 11.62107 13.93317
H -28.78397 3.98109 16.00685
H -21.87051 7.87010 15.29677
H -23.68069 9.66746 13.38708
H -29.60836 3.70490 9.56343
H -27.57866 9.33685 12.69246


Entry 2:
32
Properties=species:S:1:pos:R:3 method="wB97M-V/def2-TZVPD" gap_ev=9.1 max_force_ev_per_a=0.1 homo_energy_ev=-8.78 total_energy_ha=-4302.78894 lumo_ev=0.3 charge=0
Au 0.10983 0.46521 -0.41237
Br -1.50050 3.25381 -1.17852
P 0.73240 1.34300 2.69848
P 2.95412 1.44386 0.37580
O 0.77973 -0.14630 2.76997
O 2.56600 2.80330 -0.38500
O -0.25351 2.15652 1.94293
O -5.92696 1.20233 0.44573
O 0.79417 1.88948 4.23925
O 4.42391 1.23689 0.46631
O 2.12993 0.32544 -0.23052
N 3.30000 0.71930 2.86932
N -1.93107 0.64493 -0.37841
C -3.87066 2.03918 -0.28656
C 2.46624 1.76448 2.14693
C 2.93443 3.15451 2.55342
C -2.67634 -0.37324 0.08021
C -4.01390 -0.25889 0.36999
C -2.53424 1.82706 -0.54792
C -4.62666 0.97703 0.18664
H 3.45280 0.98264 3.84120
H 4.18302 0.60226 2.34808
H -6.34531 0.40247 0.78410
H 2.27481 3.89290 2.10080
H 2.88302 3.27237 3.63741
H -4.31760 3.00977 -0.43538
H 2.70777 -0.13523 2.85607
H 3.35254 3.33820 -0.54344
H 0.32283 2.72867 4.29365
H 3.95767 3.34602 2.22253
H -4.56100 -1.11478 0.74178
H -2.15395 -1.30742 0.22380


Please write out number 2 again, unchanged.
32
Properties=species:S:1:pos:R:3 method="wB97M-V/def2-TZVPD" gap_ev=9.1 max_force_ev_per_a=0.1 homo_energy_ev=-8.78 total_energy_ha=-4302.78894 lumo_ev=0.3 charge=0
Au 0.10983 0.46521 -0.41237
Br -1.50050 3.25381 -1.17852
P 0.73240 1.34300 2.69848
P 2.95412 1.44386 0.37580
O 0.77973 -0.14630 2.76997
O 2.56600 2.80330 -0.38500
O -0.25351 2.15652 1.94293
O -5.92696 1.20233 0.44573
O 0.79417 1.88948 4.23925
O 4.42391 1.23689 0.46631
O 2.12993 0.32544 -0.23052
N 3.30000 0.71930 2.86932
N -1.93107 0.64493 -0.37841
C -3.87066 2.03918 -0.28656
C 2.46624 1.76448 2.14693
C 2.93443 3.15451 2.55342
C -2.67634 -0.37324 0.08021
C -4.01390 -0.25889 0.36999
C -2.53424 1.82706 -0.54792
C -4.62666 0.97703 0.18664
H 3.45280 0.98264 3.84120
H 4.18302 0.60226 2.34808
H -6.34531 0.40247 0.78410
H 2.27481 3.89290 2.10080
H 2.88302 3.27237 3.63741
H -4.31760 3.00977 -0.43538
H 2.70777 -0.13523 2.85607
H 3.35254 3.33820 -0.54344
H 0.32283 2.72867 4.29365
H 3.95767 3.34602 2.22253
H -4.56100 -1.11478 0.74178
H -2.15395 -1.30742 0.22380